Entry 1:
{"formula": "C4H8N4O", "method": "ωB97M-V/def2-TZVPD", "symbols": ["C", "C", "C", "C", "H", "H", "H", "H", "H", "H", "H", "H", "N", "N", "N", "N", "O"], "coordinates": [[1.676, 0.777, 0.979], [0.474, 0.766, 0.316], [-1.280, -0.349, -1.917], [-0.412, -0.279, 0.925], [1.410, 1.436, 3.064], [2.098, -0.107, 0.822], [2.482, 1.686, 0.945], [-2.130, -0.677, -2.677], [-0.878, -2.500, -1.472], [-0.615, -2.095, 0.838], [-0.187, -0.566, 1.937], [-1.310, 0.291, 1.150], [0.266, 1.187, -0.884], [-0.760, 0.819, -1.744], [-1.241, -1.436, -1.010], [-0.228, -1.484, 0.082], [1.264, 0.430, 2.309]], "forces_ev_per_angstrom": [[3.372, 5.278, 3.751], [-4.384, -0.695, -4.336], [-0.506, -0.627, 1.343], [0.025, 0.895, -0.432], [-0.611, -4.730, -3.571], [2.700, -3.542, -2.081], [-2.179, -2.225, -0.264], [2.105, 1.588, 1.105], [-2.044, 4.132, 0.763], [0.016, -0.701, -1.808], [0.461, -0.288, -0.223], [-1.455, -0.777, -1.056], [1.210, -0.213, 0.507], [-1.364, -0.475, -0.831], [2.491, -5.412, -0.989], [-2.372, 1.188, 1.441], [2.537, 6.602, 6.681]], "nbo_charge": [-0.122, 0.221, 0.224, -0.349, 0.456, 0.214, 0.203, 0.205, 0.378, 0.359, 0.255, 0.217, -0.240, -0.336, -0.498, -0.456, -0.732], "total_charge": 0, "homo_ev": -8.27, "homo_lumo_gap_ev": 8.5423, "total_energy_ev": -12277.3632}

Entry 2:
{"formula": "C4H8N4O", "method": "ωB97M-V/def2-TZVPD", "symbols": ["N", "N", "C", "C", "C", "N", "N", "C", "O", "H", "H", "H", "H", "H", "H", "H", "H"], "coordinates": [[0.287, -2.739, 1.037], [0.381, -1.795, -0.024], [0.167, -0.532, 0.109], [-0.141, 0.410, 1.187], [-0.406, 1.726, 0.519], [0.435, 1.638, -0.654], [0.544, 0.249, -1.016], [0.082, 0.002, -2.306], [-0.234, -1.119, -2.659], [-0.170, -3.603, 0.617], [-0.409, -2.392, 1.710], [0.782, 0.496, 1.799], [-0.987, 0.193, 1.823], [-0.085, 2.485, 1.177], [-1.518, 1.937, 0.247], [1.305, 2.136, -0.602], [-0.034, 0.908, -2.967]], "forces_ev_per_angstrom": [[-1.941, 0.289, -0.821], [-0.008, 0.505, 0.542], [1.206, -3.094, -1.082], [-0.215, 0.016, 1.901], [-1.305, -0.154, -1.235], [-0.556, 0.309, -1.130], [-0.313, 2.359, -0.367], [-1.005, -1.626, -0.481], [0.392, 1.316, -0.188], [1.043, 1.463, 0.539], [0.328, -0.266, 0.114], [-0.555, -0.018, -0.034], [-0.051, -0.730, 0.333], [0.303, 1.248, 0.475], [1.772, -0.644, 0.399], [0.481, -0.428, 0.259], [0.423, -0.545, 0.777]], "nbo_charge": [-0.629, -0.232, 0.328, -0.503, -0.214, -0.477, -0.307, 0.527, -0.550, 0.366, 0.323, 0.232, 0.233, 0.209, 0.187, 0.369, 0.137], "total_charge": 0, "homo_ev": -8.57, "homo_lumo_gap_ev": 9.2942, "smiles": "N/N=C1\\CCNN1C=O", "total_energy_ev": -12282.9299}

Entry 3:
{"formula": "C4H8N4O", "method": "ωB97M-V/def2-TZVPD", "symbols": ["C", "C", "C", "C", "N", "N", "N", "N", "O", "H", "H", "H", "H", "H", "H", "H", "H"], "coordinates": [[-2.744, -1.538, -0.069], [0.745, 0.454, 0.211], [-0.260, 2.598, -0.232], [2.855, -0.304, 0.452], [-3.242, -1.832, -1.072], [2.135, 0.658, 0.120], [0.013, 1.367, -0.337], [-2.055, -1.597, 1.010], [0.422, -0.636, 0.643], [-0.481, 3.194, -1.076], [-0.269, 3.210, 0.758], [2.204, -1.183, 0.535], [3.878, -0.221, 0.708], [-3.789, -1.715, -1.953], [2.471, 1.662, -0.299], [-2.442, -1.548, 1.933], [-1.077, -1.284, 1.128]], "forces_ev_per_angstrom": [[0.379, -1.368, -0.268], [-1.709, -2.060, 0.328], [0.253, 0.604, 2.531], [0.210, -1.825, 0.611], [-0.818, 0.718, -0.934], [1.592, 5.663, -2.246], [-0.093, 2.266, -0.785], [0.416, 0.691, 1.040], [-0.710, 0.130, 0.200], [-0.719, 0.229, -1.161], [0.235, -1.383, -1.401], [0.991, -0.319, 0.621], [1.139, -0.005, -0.414], [0.698, -0.044, 1.250], [-0.581, -3.002, 1.734], [-1.279, -0.292, 0.251], [-0.001, -0.004, -1.359]], "nbo_charge": [0.759, 0.763, 0.137, 0.212, -0.459, -0.493, -0.431, -0.796, -0.620, 0.225, 0.226, 0.272, 0.262, 0.513, 0.488, 0.463, 0.480], "total_charge": 2, "homo_ev": -18.79, "homo_lumo_gap_ev": 9.7599, "total_energy_ev": -12265.3215}

Entry 4:
{"formula": "C4H8N4O4", "method": "ωB97M-V/def2-TZVPD", "symbols": ["H", "N", "C", "N", "N", "N", "O", "H", "C", "O", "C", "O", "C", "O", "H", "H", "H", "H", "H", "H"], "coordinates": [[0.884, -1.472, -0.443], [1.105, -0.489, -0.465], [2.299, -0.262, -0.203], [2.939, 0.969, -0.165], [4.225, 0.836, 0.149], [4.482, -0.364, 0.321], [3.314, -1.122, 0.114], [2.533, 1.814, -0.316], [-2.906, -0.045, 0.830], [-2.621, -1.170, 0.045], [-1.292, -1.110, -0.399], [-1.050, 0.070, -1.120], [-1.347, 1.180, -0.320], [-2.677, 1.147, 0.126], [-2.274, -0.061, 1.744], [-3.969, -0.081, 1.089], [-0.646, -1.165, 0.476], [-1.123, -1.950, -1.075], [-1.221, 2.076, -0.937], [-0.654, 1.199, 0.546]], "forces_ev_per_angstrom": [[0.382, -0.171, -0.109], [1.506, 0.036, 0.197], [1.240, 0.196, 0.207], [0.489, -2.900, 0.357], [0.165, -0.319, 0.144], [0.411, 0.130, 0.026], [-0.060, 0.056, -0.048], [-1.149, 2.807, -0.500], [-0.210, -0.035, 0.279], [-0.341, -0.095, -0.113], [-0.837, 0.184, -0.209], [-1.602, 0.098, -0.273], [0.283, 0.018, -0.198], [-0.085, 0.074, 0.081], [-0.117, 0.004, -0.201], [0.324, 0.019, -0.045], [-0.119, 0.053, 0.267], [-0.059, 0.078, 0.086], [-0.065, -0.206, 0.161], [-0.153, -0.025, -0.110]], "nbo_charge": [0.364, -0.743, 0.642, -0.435, 0.008, 0.095, -0.345, 0.414, 0.209, -0.531, 0.196, -0.515, 0.209, -0.532, 0.129, 0.188, 0.144, 0.185, 0.183, 0.133], "total_charge": 0, "homo_ev": -9.73, "homo_lumo_gap_ev": 10.2808, "smiles": "[H]/N=c1/[nH]nno1.C1OCOCO1", "total_energy_ev": -18423.8024}